[1]
Density functional theory data (ωB97M-V/def2-TZVPD) for a molecular structure, C57H44Cl3N4O5P2PtSe2Te in a non-equilibrium geometry.

## Properties
Energy relative to the best compared isomer or geometry (same formula, charge and spin) = 2081.7 kJ/mol
E_tot = -273363.210 eV
Net charge = -1
Frontier orbital gap (spin up / spin down) = 2.801 / 1.647 eV
Spin multiplicity = 5

Atoms and positions in Å:
Pt (-1.010, 2.335, 2.125)
Se (-7.747, -3.249, -1.094)
P (-8.063, -3.174, -3.292)
C (-9.664, -3.749, -2.853)
C (-9.897, -4.933, -1.923)
C (-11.045, -5.556, -1.927)
C (-12.451, -4.973, -2.608)
C (-12.296, -3.515, -2.589)
C (-10.934, -2.871, -2.632)
C (-8.436, -1.270, -3.599)
C (-7.625, -0.231, -3.248)
C (-7.717, 1.048, -3.824)
C (-8.686, 1.280, -4.817)
C (-9.627, 0.309, -4.981)
C (-9.515, -1.019, -4.516)
C (-2.398, -0.824, -0.476)
C (-2.499, -0.093, 0.715)
N (-0.487, -1.231, -10.900)
N (-1.151, -0.294, -10.984)
N (-2.070, -1.570, -1.360)
P (-3.398, 0.074, 2.267)
Se (-1.131, 0.055, 2.030)
C (-3.303, -1.576, 3.055)
C (-3.811, -1.764, 4.354)
C (-3.653, -2.942, 5.039)
C (-2.649, -3.863, 4.553)
C (-2.166, -3.650, 3.296)
C (-2.663, -2.662, 2.456)
C (-3.948, 1.693, 2.918)
C (-3.821, 1.827, 4.340)
C (-3.594, 3.009, 4.971)
C (-3.778, 4.175, 4.243)
C (-3.889, 4.152, 2.871)
C (-3.932, 2.918, 2.192)
H (-9.282, -5.673, -1.512)
H (-11.129, -6.632, -1.890)
H (-14.480, -5.773, -2.177)
H (-13.283, -2.930, -2.466)
H (-10.759, -1.890, -2.871)
H (-6.826, -0.446, -2.566)
H (-7.081, 1.876, -3.454)
H (-8.547, 2.166, -5.512)
H (-10.399, 0.542, -5.699)
H (-10.166, -1.809, -4.973)
H (-4.489, -1.051, 4.786)
H (-4.287, -3.283, 5.874)
H (-2.304, -4.708, 5.103)
H (-1.433, -4.302, 2.852)
H (-2.446, -2.730, 1.325)
H (-3.771, 0.929, 4.946)
H (-3.201, 3.107, 5.995)
H (-3.766, 5.144, 4.693)
H (-3.940, 5.097, 2.320)
H (-4.086, 2.890, 1.111)
C (9.170, 2.856, 2.182)
C (8.245, 3.469, 1.176)
C (6.715, 3.762, 1.319)
C (5.767, 3.972, 0.365)
C (4.395, 4.647, 0.652)
O (4.241, 5.884, 0.880)
C (3.201, 3.637, 1.130)
C (3.413, 2.188, 1.351)
C (2.545, 1.635, 2.243)
C (1.417, 2.279, 2.799)
C (0.982, 3.546, 2.248)
C (1.852, 4.062, 1.125)
C (6.193, 4.017, -1.027)
O (5.589, 4.749, -1.784)
C (7.901, 3.460, -1.319)
C (8.744, 3.528, -0.123)
C (8.182, 2.671, -2.351)
N (9.378, -1.279, -1.583)
C (9.250, -0.360, -2.323)
C (-13.513, -5.867, -2.576)
Te (5.320, -8.107, 2.875)
C (5.394, -8.888, 4.814)
C (5.707, -6.822, 6.360)
C (5.911, -8.263, 6.140)
C (6.332, -9.414, 6.903)
C (6.357, -10.492, 6.156)
C (6.117, -10.149, 4.804)
C (8.399, 1.804, -3.374)
C (8.271, 2.504, -4.534)
C (8.623, 1.749, -5.764)
C (9.023, 0.349, -5.971)
C (9.326, -0.271, -4.649)
C (9.210, 0.574, -3.421)
H (10.107, 3.473, 2.127)
H (9.424, 1.865, 1.783)
H (8.794, 2.701, 3.216)
H (6.478, 3.564, 2.395)
H (4.243, 1.601, 0.992)
H (2.687, 0.616, 2.650)
H (0.945, 2.030, 3.733)
H (-0.005, 4.127, 2.383)
H (1.516, 4.834, 0.518)
H (9.807, 3.300, -0.240)
H (4.438, 6.579, -4.841)
H (1.081, 4.521, -13.503)
H (-13.276, -6.911, -2.787)
H (3.892, 6.858, -4.351)
H (5.418, -6.024, 5.329)
H (4.583, -8.727, 5.340)
H (6.456, -9.707, 7.942)
H (6.608, -11.470, 6.594)
H (6.330, -10.545, 3.819)
H (8.421, 3.575, -4.469)
H (8.460, 2.424, -6.586)
H (8.657, -0.196, -6.898)
H (9.521, -1.356, -4.475)
H (10.396, 0.715, -3.247)
O (5.236, -6.534, 7.506)
Cl (0.148, 10.939, -6.698)
C (1.758, 11.205, -5.932)
Cl (1.667, 12.322, -4.792)
Cl (2.923, 10.417, -6.804)
C (0.121, 6.053, 5.019)
O (1.128, 5.797, 5.436)
O (-0.884, 6.134, 4.426)

[2]
Density functional theory data (ωB97M-V/def2-TZVPD) for a molecular structure, C13H20BrClINO3.

## Properties
E_tot = -112099.923 eV
Frontier orbital gap = 8.956 eV
Spin multiplicity = 1

Atoms and positions in Å:
C (-5.664, -0.857, 2.763)
C (-5.017, -1.304, 3.666)
C (-4.200, -1.849, 4.735)
Br (-4.727, -3.743, 5.017)
I (-4.655, -0.766, 6.545)
O (-2.851, -1.733, 4.540)
C (-2.350, -2.295, 3.337)
C (-1.637, -1.284, 2.407)
Cl (-1.965, 0.417, 2.922)
O (-0.272, -1.499, 2.408)
C (0.316, -1.813, 1.148)
C (0.985, -0.603, 0.508)
C (1.309, -0.855, -0.975)
C (1.417, 0.443, -1.814)
C (2.873, 0.915, -1.883)
N (3.169, 2.020, -2.796)
C (2.888, 3.351, -2.249)
C (2.690, 1.815, -4.122)
C (1.355, 2.395, -4.550)
O (3.325, 1.149, -4.900)
H (-6.281, -0.331, 2.073)
H (-3.137, -2.795, 2.772)
H (-1.607, -3.044, 3.612)
H (-2.054, -1.349, 1.403)
H (-0.413, -2.257, 0.463)
H (1.070, -2.579, 1.344)
H (0.371, 0.290, 0.639)
H (1.928, -0.421, 1.029)
H (0.552, -1.506, -1.420)
H (2.249, -1.410, -1.037)
H (1.019, 0.232, -2.806)
H (0.797, 1.191, -1.318)
H (3.520, 0.063, -2.102)
H (3.163, 1.258, -0.886)
H (2.283, 3.311, -1.340)
H (3.828, 3.851, -2.007)
H (2.375, 3.987, -2.970)
H (0.787, 2.844, -3.738)
H (0.772, 1.566, -4.950)
H (1.486, 3.116, -5.356)

[3]
Density functional theory data (ωB97M-V/def2-TZVPD) for a molecular structure, C34H21BrCl4F2IrNO2P in a non-equilibrium geometry.

## Properties
Energy relative to the best compared isomer or geometry (same formula, charge and spin) = 395.8 kJ/mol
E_tot = -178880.260 eV
Net charge = -1
Frontier orbital gap (spin up / spin down) = 4.835 / 4.824 eV
Spin multiplicity = 1

Atoms and positions in Å:
Ir (0.516, -1.011, 0.542)
Cl (0.181, 3.208, 6.383)
C (0.716, 2.281, 5.036)
C (2.064, 1.902, 4.960)
Cl (3.156, 2.415, 6.190)
C (2.512, 1.114, 3.916)
Cl (4.175, 0.667, 3.823)
C (1.632, 0.642, 2.910)
O (1.977, -0.128, 1.976)
C (0.223, 1.077, 2.963)
O (-0.552, 0.679, 2.059)
C (-0.172, 1.904, 4.047)
Cl (-1.814, 2.422, 4.109)
C (-2.781, 4.425, -2.062)
C (-3.265, 3.435, -1.219)
C (-2.480, 2.338, -0.916)
C (-1.199, 2.225, -1.445)
C (-0.716, 3.223, -2.294)
C (-1.508, 4.313, -2.599)
P (-0.204, 0.725, -1.067)
C (1.434, 1.524, -1.188)
C (1.742, 2.412, -0.157)
C (2.954, 3.071, -0.143)
C (3.858, 2.863, -1.172)
C (3.551, 1.995, -2.205)
C (2.346, 1.314, -2.212)
C (-0.493, -0.351, -2.487)
C (-0.649, 0.090, -3.799)
C (-1.004, -0.808, -4.796)
C (-1.289, -2.123, -4.485)
C (-1.159, -2.608, -3.168)
C (-1.451, -3.943, -2.834)
C (-1.241, -4.389, -1.551)
C (-0.723, -3.535, -0.578)
C (-0.460, -2.197, -0.839)
C (-0.707, -1.720, -2.150)
H (-3.393, 5.284, -2.298)
H (-4.255, 3.522, -0.798)
H (-2.846, 1.560, -0.262)
H (0.280, 3.153, -2.712)
H (-1.134, 5.087, -3.258)
H (1.021, 2.570, 0.634)
H (3.194, 3.754, 0.660)
H (4.811, 3.370, -1.154)
H (4.259, 1.845, -3.007)
H (2.105, 0.626, -3.009)
H (-0.493, 1.132, -4.041)
H (-1.061, -0.477, -5.826)
H (-1.613, -2.806, -5.257)
H (-1.819, -4.615, -3.598)
H (-1.455, -5.416, -1.289)
H (-0.521, -3.959, 0.397)
Br (-2.987, -0.969, 1.139)
C (-2.024, -2.226, 2.170)
C (-2.728, -3.148, 2.900)
C (-2.021, -4.098, 3.642)
C (-0.617, -4.022, 3.629)
C (0.002, -3.054, 2.888)
N (-0.677, -2.155, 2.127)
H (-3.807, -3.141, 2.888)
H (-2.538, -4.857, 4.204)
H (-0.026, -4.727, 4.193)
H (1.080, -2.978, 2.850)
F (2.669, -2.854, 0.688)
C (2.168, -2.029, -0.289)
F (3.191, -1.159, -0.569)
H (2.063, -2.660, -1.187)

[4]
Density functional theory data (ωB97M-V/def2-TZVPD) for a molecular structure, C52H31N13OSSn in a non-equilibrium geometry.

## Properties
E_tot = -92514.399 eV
Net charge = -2
Frontier orbital gap (spin up / spin down) = 4.844 / 4.543 eV
Spin multiplicity = 1

Atoms and positions in Å:
Sn (0.200, -0.098, -0.195)
C (-4.803, -2.481, 3.115)
C (-3.879, -2.702, 4.123)
C (-2.694, -1.989, 4.148)
C (-2.480, -1.054, 3.154)
C (-1.323, -0.197, 2.871)
N (-1.573, 0.625, 1.889)
C (-2.859, 0.330, 1.333)
N (-3.043, 1.579, -0.317)
C (-2.067, 2.467, -0.696)
C (-2.324, 3.827, -1.060)
C (-3.437, 4.659, -1.006)
C (-3.309, 5.956, -1.457)
C (-2.088, 6.432, -1.953)
C (-0.981, 5.615, -2.034)
C (-1.094, 4.298, -1.605)
C (-0.169, 3.206, -1.496)
N (1.084, 3.254, -1.902)
C (2.014, 2.441, -1.462)
N (1.973, 1.704, -0.323)
C (3.195, 1.223, -0.068)
N (3.609, 0.640, 1.057)
C (2.790, 0.282, 2.009)
N (1.430, 0.298, 2.016)
C (0.986, -0.082, 3.218)
N (-0.237, -0.317, 3.630)
C (2.123, -0.389, 4.089)
C (2.204, -0.882, 5.376)
C (3.461, -1.182, 5.878)
C (4.602, -0.979, 5.108)
C (4.525, -0.478, 3.817)
C (3.272, -0.195, 3.304)
C (4.098, 1.569, -1.151)
C (5.413, 1.246, -1.440)
C (5.958, 1.730, -2.615)
C (5.209, 2.519, -3.487)
C (3.896, 2.847, -3.208)
C (3.342, 2.369, -2.033)
N (-0.818, 2.130, -0.954)
C (-3.429, -0.789, 2.159)
C (-4.592, -1.530, 2.122)
H (-5.717, -3.060, 3.095)
H (-4.084, -3.440, 4.889)
H (-1.952, -2.150, 4.917)
H (-4.375, 4.293, -0.610)
H (-4.156, 6.630, -1.417)
H (-2.028, 7.463, -2.278)
H (-0.037, 5.976, -2.417)
H (1.309, -1.031, 5.962)
H (3.563, -1.581, 6.880)
H (5.568, -1.227, 5.533)
H (5.411, -0.323, 3.220)
H (5.980, 0.609, -0.777)
H (6.982, 1.487, -2.870)
H (5.669, 2.867, -4.405)
H (3.300, 3.445, -3.881)
H (-5.334, -1.401, 1.351)
N (0.536, -3.346, 3.228)
C (0.562, -2.898, 1.916)
S (-0.970, -2.842, 1.156)
N (1.730, -2.684, 1.412)
N (1.837, -2.135, 0.177)
C (2.959, -2.335, -0.418)
C (3.376, -1.845, -1.696)
C (4.621, -2.288, -2.157)
C (5.143, -1.918, -3.374)
C (4.410, -1.058, -4.190)
C (3.192, -0.594, -3.773)
C (2.615, -0.953, -2.521)
O (1.469, -0.486, -2.226)
H (-0.379, -3.224, 3.638)
H (1.283, -2.956, 3.786)
H (3.689, -2.984, 0.088)
H (5.198, -2.948, -1.517)
H (6.110, -2.289, -3.692)
H (4.812, -0.752, -5.152)
H (2.621, 0.096, -4.382)
C (-1.693, -3.607, -3.104)
C (-0.984, -2.704, -2.301)
N (-1.560, -1.757, -1.611)
C (-2.896, -1.615, -1.667)
C (-3.697, -2.428, -2.519)
C (-3.052, -3.452, -3.235)
C (-5.073, -2.142, -2.627)
C (-5.637, -1.150, -1.880)
C (-4.884, -0.372, -0.973)
C (-5.616, 0.558, -0.126)
C (-5.135, 1.390, 0.809)
C (-3.679, 1.614, 1.016)
N (-2.639, 0.211, -0.144)
C (-3.508, -0.605, -0.891)
H (-1.162, -4.392, -3.625)
H (0.093, -2.742, -2.218)
H (-3.640, -4.100, -3.875)
H (-5.677, -2.724, -3.312)
H (-6.695, -0.942, -1.980)
H (-6.695, 0.495, -0.237)
H (-5.823, 1.954, 1.425)
H (-3.449, 2.488, 1.632)

[5]
Density functional theory data (ωB97M-V/def2-TZVPD) for 5 unconnected molecules or ions with the total composition C27H69BBrN2O22P6S in a non-equilibrium geometry.

## Properties
E_tot = -214436.838 eV
Net charge = +1
Frontier orbital gap = 7.037 eV
Spin multiplicity = 1

Atoms and positions in Å:
C (-2.645, -6.917, 1.571)
C (-3.459, -5.888, 0.772)
S (-2.414, -4.513, 0.214)
C (-3.480, -3.064, 0.430)
C (-2.899, -1.922, 1.320)
B (-2.215, -0.880, 0.220)
C (-0.738, -0.449, 0.069)
O (-3.147, -0.333, -0.645)
C (-3.965, -1.012, 1.915)
O (-5.004, -0.452, 1.397)
C (-5.881, -1.030, 0.417)
C (-6.961, -1.861, 1.095)
C (-7.967, -0.957, 1.822)
O (-6.368, -2.765, 2.024)
N (-3.682, -0.616, 3.144)
P (-4.660, 0.369, 4.178)
O (-4.050, 0.525, 5.501)
O (-5.038, 1.732, 3.451)
O (-6.042, -0.423, 4.213)
C (-2.396, -1.154, 3.649)
P (-1.158, 0.120, 4.147)
C (-0.296, 1.025, 2.821)
C (-0.017, -0.564, 5.383)
C (-2.169, -2.304, 2.632)
Br (-3.465, -3.741, 3.480)
C (-0.802, -3.006, 2.739)
C (0.196, -3.031, 1.571)
N (1.303, -2.075, 1.783)
H (-3.136, -7.127, 2.522)
H (-2.560, -7.862, 1.036)
H (-1.635, -6.566, 1.783)
H (-3.915, -6.348, -0.105)
H (-4.262, -5.487, 1.388)
H (-3.689, -2.679, -0.567)
H (-4.434, -3.408, 0.828)
H (-0.705, 0.598, -0.241)
H (-0.294, -1.006, -0.770)
H (-0.101, -0.600, 0.928)
H (-3.055, -0.629, -1.554)
H (-5.345, -1.522, -0.389)
H (-6.387, -0.181, -0.049)
H (-7.504, -2.385, 0.303)
H (-8.780, -0.666, 1.156)
H (-7.488, -0.031, 2.154)
H (-8.347, -1.448, 2.715)
H (-6.489, -3.665, 1.722)
H (-5.556, 2.187, 4.136)
H (-6.007, -1.089, 4.913)
H (-2.607, -1.671, 4.586)
H (0.547, 0.484, 2.385)
H (-0.988, 1.324, 2.036)
H (0.099, 1.924, 3.294)
H (0.694, 0.240, 5.583)
H (0.516, -1.480, 5.130)
H (-0.594, -0.704, 6.300)
H (-0.276, -2.520, 3.562)
H (-0.957, -4.030, 3.063)
H (-0.250, -2.894, 0.589)
H (0.606, -4.045, 1.554)
H (2.162, -2.582, 1.955)
H (1.489, -1.595, 0.906)
C (5.646, 2.634, -1.755)
O (4.505, 1.767, -1.791)
P (3.795, 1.321, -0.446)
O (2.621, 0.478, -0.680)
O (3.532, 2.656, 0.363)
C (2.639, 3.613, -0.237)
O (4.937, 0.689, 0.442)
C (5.099, -0.737, 0.485)
H (5.508, 3.395, -2.520)
H (5.758, 3.115, -0.784)
H (6.540, 2.054, -1.976)
H (2.057, 3.168, -1.045)
H (3.221, 4.449, -0.622)
H (1.965, 3.968, 0.538)
H (6.150, -0.968, 0.324)
H (4.500, -1.232, -0.278)
H (4.797, -1.097, 1.468)
C (-3.781, 6.426, 2.198)
O (-2.819, 5.691, 1.428)
P (-3.232, 5.011, 0.058)
O (-2.089, 4.360, -0.580)
O (-3.976, 6.127, -0.774)
C (-3.223, 7.293, -1.156)
O (-4.458, 4.064, 0.382)
C (-4.210, 2.654, 0.525)
H (-3.311, 7.351, 2.522)
H (-4.672, 6.660, 1.615)
H (-4.063, 5.838, 3.069)
H (-2.151, 7.131, -1.046)
H (-3.533, 8.134, -0.537)
H (-3.450, 7.505, -2.197)
H (-4.667, 2.326, 1.455)
H (-3.141, 2.448, 0.547)
H (-4.644, 2.135, -0.327)
C (0.544, 3.701, -6.539)
O (1.199, 3.678, -5.266)
P (0.899, 2.515, -4.226)
O (1.715, 2.640, -3.023)
O (1.058, 1.166, -5.049)
C (2.360, 0.872, -5.580)
O (-0.666, 2.496, -4.024)
C (-1.219, 3.141, -2.851)
H (1.292, 3.927, -7.295)
H (0.076, 2.745, -6.771)
H (-0.215, 4.482, -6.536)
H (3.130, 1.487, -5.113)
H (2.355, 1.043, -6.656)
H (2.571, -0.175, -5.380)
H (-2.037, 3.779, -3.169)
H (-0.474, 3.732, -2.331)
H (-1.595, 2.372, -2.183)
C (9.474, -4.946, -3.006)
O (9.006, -4.213, -1.867)
P (8.963, -2.626, -1.895)
O (8.391, -2.068, -0.672)
O (8.218, -2.257, -3.243)
C (6.855, -2.679, -3.387)
O (10.425, -2.161, -2.259)
C (11.314, -1.719, -1.218)
H (8.784, -5.769, -3.178)
H (9.520, -4.322, -3.898)
H (10.464, -5.342, -2.792)
H (6.424, -2.973, -2.430)
H (6.812, -3.519, -4.080)
H (6.290, -1.844, -3.793)
H (12.261, -2.235, -1.350)
H (10.910, -1.936, -0.231)
H (11.464, -0.647, -1.319)

[6]
Density functional theory data (ωB97M-V/def2-TZVPD) for a molecular structure, C6H10N2 in a non-equilibrium geometry.

## Properties
Energy relative to the best compared isomer or geometry (same formula, charge and spin) = 572.8 kJ/mol
E_tot = -9358.501 eV
Frontier orbital gap = 9.902 eV
Spin multiplicity = 1

Atoms and positions in Å:
C (-1.208, 0.323, 0.113)
C (0.019, 0.632, 1.095)
C (0.533, 1.330, -0.276)
C (-0.297, 0.357, -1.090)
C (0.589, -0.810, -0.799)
C (0.882, -0.771, 0.759)
H (-1.392, -1.705, -0.003)
H (-2.679, -1.053, 0.801)
H (-1.854, 1.310, 0.264)
H (-0.135, 0.969, 2.210)
H (1.583, 1.401, -0.455)
H (0.260, 2.459, -0.246)
H (-0.412, 0.526, -2.231)
H (0.471, -1.929, -1.187)
H (2.676, 0.116, -0.262)
H (1.089, -1.644, 1.458)
N (-2.114, -0.823, -0.103)
N (1.989, -0.689, -0.048)